# C34H52N8O6P2RbSSi

A structure of composition C34H52N8O6P2RbSSi at a distorted geometry (ωB97M-V with the def2-TZVPD basis set, the OMol25 dataset).

Calculated values
energy above the lowest of the compared OMol25 structures with the same formula, charge and spin: 46.77 kcal/mol
E_LUMO: 2.2 eV
calculated total energy: -98260.73265 eV
orbital gap: 0.2853 Eh

```
! RIJCOSX wB97M-V def2-TZVPD def2/J DEFGRID3
* xyz -1 1
Rb 13.55512 12.81651 8.35451
C 13.74186 19.90666 10.29531
N 13.72081 19.91171 8.85235
C 12.66004 20.73878 8.32381
P 13.97462 18.49006 8.01270
O 14.01177 18.75988 6.57753
O 12.64332 17.71157 8.51075
P 11.73814 16.38056 8.54300
O 12.42694 15.19954 7.98774
N 10.38221 16.87808 7.82585
C 9.55970 15.79171 7.36826
C 10.27066 18.17992 7.18369
N 11.36130 16.23508 10.14336
C 10.37411 17.20986 10.61604
C 11.31277 15.00632 10.86942
N 15.19630 17.68667 8.70357
C 16.52963 18.20020 8.31871
C 15.11827 16.52249 9.67780
H 13.83884 20.87082 10.61821
H 14.59443 19.33301 10.71382
H 12.86720 19.48190 10.84591
H 12.88367 21.79758 8.42660
H 11.70033 20.54457 8.77338
H 12.65870 20.50341 7.30523
H 9.73331 14.85799 7.91762
H 9.89034 15.59754 6.35462
H 8.53574 16.13107 7.57550
H 9.44883 18.87004 7.47879
H 10.09260 18.05031 6.08502
H 11.18117 18.73887 7.23913
H 10.63593 18.20688 10.23920
H 10.28897 17.20410 11.68440
H 9.37884 16.94823 10.23944
H 11.61178 14.18604 10.22158
H 10.39948 14.79174 11.37811
H 12.14624 15.01451 11.65209
H 16.50605 19.07761 7.67325
H 17.21854 17.49039 7.83827
H 16.91890 18.63120 9.29850
H 14.07058 16.39129 9.81873
H 15.49264 16.76188 10.65292
H 15.58050 15.58387 9.27850
N 8.00037 5.58350 10.42760
C 8.56870 6.83066 10.25960
C 8.28998 7.91889 11.06999
C 8.79699 9.19673 10.75937
C 9.75792 9.42244 9.72542
C 10.11710 8.23012 9.01476
C 9.43625 7.06193 9.19000
S 10.38333 11.07236 9.18808
O 9.26383 11.88149 8.91973
O 11.28827 10.81685 8.05377
N 11.14602 11.78278 10.38833
C 12.31294 11.25706 10.84355
N 12.50895 9.95868 10.68184
C 13.58512 9.36366 11.12432
C 14.60164 10.12828 11.67909
C 14.31339 11.47738 11.88000
N 13.23236 12.05068 11.41717
H 7.11553 5.62255 10.88261
H 7.83731 5.10337 9.51989
H 7.52164 7.81683 11.81976
H 8.45378 10.05138 11.36823
H 10.86254 8.34060 8.29593
H 9.72297 6.25572 8.48148
H 13.65340 8.28096 10.93137
H 15.53798 9.72809 11.95552
H 14.97851 11.98002 12.50057
C 16.65079 15.52617 5.90703
C 16.63483 13.99344 5.73418
C 15.15327 13.60409 5.43317
C 17.45001 13.61458 4.53467
Si 17.14116 13.25440 7.45646
O 16.10665 13.73860 8.54587
C 17.34136 11.36478 7.37640
C 18.04451 10.64274 6.47167
C 18.14512 9.25746 6.58698
C 17.37283 8.61107 7.51600
C 16.65835 9.28301 8.45324
C 16.66951 10.67178 8.44856
C 18.89237 13.92236 7.91144
C 19.06694 14.40080 9.20044
C 20.27311 14.90211 9.67542
C 21.38668 14.86884 8.77001
C 21.28415 14.34973 7.52012
C 20.06704 13.79524 7.08301
H 16.07473 15.96900 5.03282
H 17.68286 15.90586 5.87271
H 16.14771 15.85399 6.75867
H 14.81453 13.72052 4.39251
H 14.65945 14.29604 6.12744
H 15.00437 12.57546 5.66138
H 17.10701 14.01492 3.55480
H 17.46635 12.54964 4.27070
H 18.48214 13.95391 4.58884
H 18.52442 11.19533 5.71285
H 18.86608 8.62889 6.00442
H 17.32970 7.50634 7.58173
H 16.24093 8.76456 9.34449
H 16.16942 11.28733 9.25094
H 18.19842 14.50023 9.79635
H 20.38695 15.34246 10.64022
H 22.37360 15.26236 9.08409
H 22.13811 14.19850 6.90176
H 20.00436 13.31261 6.11202
*
```